Entry 1:
{
  "formula": "H24HeO12",
  "method": "wB97M-V/def2-TZVPD",
  "elements": ["He", "O", "H", "H", "O", "H", "H", "O", "H", "H", "O", "H", "H", "O", "H", "H", "O", "H", "H", "O", "H", "H", "O", "H", "H", "O", "H", "H", "O", "H", "H", "O", "H", "H", "O", "H", "H"],
  "coordinates": [[6.623, 9.647, 16.655], [4.275, 8.863, 17.698], [5.080, 8.534, 18.096], [4.180, 9.750, 18.045], [5.427, 11.786, 15.230], [6.374, 11.694, 15.121], [5.052, 11.270, 14.515], [9.803, 9.852, 18.533], [9.866, 9.964, 19.481], [9.580, 10.722, 18.202], [4.833, 7.852, 14.860], [4.440, 8.350, 15.577], [4.669, 8.384, 14.081], [8.112, 11.661, 14.320], [8.768, 12.321, 14.548], [8.605, 10.842, 14.267], [8.832, 12.437, 17.911], [8.011, 12.835, 18.202], [9.359, 13.174, 17.601], [7.629, 7.790, 14.865], [6.675, 7.838, 14.930], [7.922, 7.622, 15.761], [8.406, 7.586, 17.503], [9.074, 8.143, 17.901], [7.689, 7.580, 18.137], [6.064, 13.809, 17.287], [6.154, 14.739, 17.081], [5.851, 13.397, 16.450], [9.755, 9.375, 14.415], [10.304, 9.262, 15.191], [8.970, 8.858, 14.599], [4.584, 11.613, 18.538], [4.811, 11.992, 19.387], [4.983, 12.203, 17.898], [6.426, 8.047, 19.737], [6.053, 7.227, 20.061], [6.182, 8.698, 20.396]],
  "lowdin_charge": [0.18, -0.08, -0.02, -0.01, -0.07, -0.02, 0.04, -0.05, 0.05, -0.01, -0.04, 0.01, 0.05, -0.05, 0.04, 0.00, -0.04, 0.02, 0.05, -0.08, -0.02, -0.02, -0.06, 0.01, 0.00, -0.04, 0.06, 0.01, -0.05, 0.05, -0.02, -0.04, 0.05, -0.01, -0.03, 0.06, 0.06],
  "charge": 0,
  "total_energy_ev": -25040.1633,
  "lumo_ev": 0.0
}

---

Entry 2:
{
  "formula": "H24HeO12",
  "method": "wB97M-V/def2-TZVPD",
  "elements": ["He", "O", "H", "H", "O", "H", "H", "O", "H", "H", "O", "H", "H", "O", "H", "H", "O", "H", "H", "O", "H", "H", "O", "H", "H", "O", "H", "H", "O", "H", "H", "O", "H", "H", "O", "H", "H"],
  "coordinates": [[0.013, 0.124, 0.204], [1.166, -2.194, -2.977], [0.434, -1.649, -2.689], [1.079, -3.000, -2.468], [3.632, -1.737, -1.154], [3.066, -1.555, -1.903], [3.596, -0.940, -0.626], [-2.551, -2.406, -0.084], [-3.108, -2.390, -0.863], [-2.475, -1.488, 0.176], [-0.912, 0.339, 3.394], [-1.083, -0.123, 4.214], [-1.748, 0.320, 2.928], [-2.881, 0.629, 1.111], [-3.818, 0.817, 1.167], [-2.477, 1.477, 0.926], [0.595, 3.731, -0.710], [-0.247, 3.417, -0.379], [1.237, 3.411, -0.077], [-0.463, -4.061, 1.112], [-0.803, -4.735, 1.700], [-1.239, -3.581, 0.822], [3.508, 0.625, 0.599], [2.821, 0.150, 1.067], [4.322, 0.340, 1.015], [1.751, -0.522, 2.401], [1.886, -1.439, 2.639], [0.837, -0.347, 2.626], [-1.869, 3.316, 0.398], [-2.210, 3.751, 1.179], [-2.393, 3.669, -0.321], [0.711, 1.925, -2.676], [1.632, 1.669, -2.730], [0.684, 2.577, -1.976], [-0.811, -0.373, -2.871], [-0.270, 0.413, -2.792], [-1.609, -0.164, -2.384]],
  "lowdin_charge": [0.13, -0.06, -0.03, 0.04, -0.07, -0.01, -0.03, -0.04, 0.05, 0.00, -0.05, 0.05, 0.00, -0.05, 0.06, -0.01, -0.04, -0.01, 0.07, -0.06, 0.02, -0.03, -0.07, -0.02, 0.05, -0.06, 0.06, -0.01, -0.02, 0.08, 0.08, -0.05, 0.06, -0.02, -0.06, -0.01, 0.04],
  "charge": 0,
  "total_energy_ev": -25039.6103,
  "lumo_ev": -0.6
}

---

Entry 3:
{
  "formula": "H24HeO12",
  "method": "wB97M-V/def2-TZVPD",
  "elements": ["He", "O", "H", "H", "O", "H", "H", "O", "H", "H", "O", "H", "H", "O", "H", "H", "O", "H", "H", "O", "H", "H", "O", "H", "H", "O", "H", "H", "O", "H", "H", "O", "H", "H", "O", "H", "H"],
  "coordinates": [[-0.189, 0.530, -0.272], [-3.700, -0.635, 0.175], [-3.148, -1.396, -0.005], [-4.502, -1.003, 0.545], [1.936, -1.442, 2.090], [2.247, -1.752, 1.239], [1.022, -1.723, 2.128], [-1.618, -2.418, -0.766], [-0.862, -2.183, -1.302], [-1.267, -2.503, 0.121], [2.387, 2.700, -1.492], [3.281, 3.008, -1.339], [2.112, 2.334, -0.652], [-1.036, 3.362, -1.311], [-1.492, 2.773, -0.710], [-1.456, 3.213, -2.158], [1.011, 0.903, -3.440], [1.272, 1.427, -2.683], [0.793, 0.046, -3.075], [-0.684, -2.390, 1.809], [-1.317, -2.050, 2.441], [-0.517, -3.288, 2.096], [-3.028, 2.016, 0.437], [-3.817, 2.489, 0.172], [-3.278, 1.092, 0.398], [0.692, -1.900, -2.638], [0.865, -2.672, -3.177], [1.370, -1.922, -1.963], [1.610, 2.035, 1.446], [1.547, 2.939, 1.755], [1.842, 1.530, 2.225], [-0.198, 0.781, 3.579], [-0.211, 0.697, 2.626], [-0.796, 1.506, 3.764], [2.664, -1.967, -0.622], [3.400, -1.376, -0.466], [3.064, -2.761, -0.976]],
  "lowdin_charge": [0.13, -0.04, 0.01, 0.06, -0.06, -0.02, -0.03, -0.06, 0.00, -0.02, -0.05, 0.04, -0.01, -0.07, -0.03, 0.03, -0.07, -0.02, -0.03, -0.03, 0.08, 0.08, -0.06, 0.04, -0.02, -0.04, 0.06, 0.00, -0.06, 0.05, 0.02, -0.05, 0.00, 0.04, -0.02, 0.08, 0.07],
  "charge": 0,
  "total_energy_ev": -25039.4153,
  "lumo_ev": -0.1
}

---

Entry 4:
{
  "formula": "H24NO15",
  "method": "wB97M-V/def2-TZVPD",
  "elements": ["N", "O", "O", "O", "O", "H", "H", "O", "H", "H", "O", "H", "H", "O", "H", "H", "O", "H", "H", "O", "H", "H", "O", "H", "H", "O", "H", "H", "O", "H", "H", "O", "H", "H", "O", "H", "H", "O", "H", "H"],
  "coordinates": [[0.006, 0.143, 0.005], [-0.745, 0.962, -0.489], [-0.270, -0.240, 1.173], [1.002, -0.329, -0.573], [1.324, -2.650, -0.320], [0.917, -3.245, 0.309], [0.721, -1.907, -0.372], [1.593, 0.402, 2.278], [1.056, 1.139, 2.567], [1.235, 0.165, 1.423], [-2.422, -1.303, 0.707], [-3.305, -0.968, 0.860], [-1.844, -0.586, 0.965], [-0.057, 3.272, 0.271], [-0.134, 3.192, 1.222], [-0.160, 2.378, -0.055], [-1.585, 1.158, 2.179], [-1.239, 1.013, 1.298], [-0.974, 0.700, 2.756], [2.833, 0.386, -0.901], [1.879, 0.402, -0.822], [3.093, 1.306, -0.856], [3.070, -1.645, 0.470], [2.386, -2.311, 0.403], [2.666, -0.849, 0.125], [1.133, 0.398, -2.526], [0.818, 0.240, -1.636], [0.802, -0.344, -3.033], [-1.178, -1.938, -1.208], [-0.945, -2.827, -0.942], [-1.434, -1.503, -0.394], [-2.769, 1.220, -1.336], [-1.872, 0.980, -1.105], [-3.296, 0.915, -0.598], [-0.393, 2.967, -2.662], [0.220, 3.660, -2.417], [-0.515, 2.460, -1.860], [-0.438, -2.540, 1.433], [-0.498, -2.648, 2.382], [-0.678, -1.626, 1.280]],
  "lowdin_charge": [-0.32, 0.00, -0.14, 0.00, -0.02, 0.06, 0.01, -0.01, 0.03, -0.01, -0.03, 0.10, 0.00, -0.03, 0.03, -0.03, -0.03, -0.02, 0.05, -0.02, -0.14, 0.08, -0.10, -0.11, -0.05, -0.02, -0.14, 0.06, -0.02, 0.05, -0.06, -0.02, -0.11, 0.02, -0.04, 0.03, -0.03, -0.04, 0.08, -0.04],
  "charge": -1,
  "total_energy_ev": -32579.9505,
  "lumo_ev": 1.2
}